*P*
Entry from the Open Molecules 2025 dataset: 6 unconnected molecules or ions with the total composition C24H36O18 (wB97M-V/def2-TZVPD).

Computed properties:
lowest unoccupied orbital energy	-0.50	eV

Last column: Löwdin charge in e.
Cartesian coordinates (Å):
C (-2.5636, -5.9998, 2.8029)  -0.026
C (-1.4427, -6.9636, 2.4964)  -0.298
C (-0.1436, -6.3288, 1.9610)  -0.075
O (0.8600, -6.7266, 2.9083)  0.063
C (0.3065, -7.3829, 3.9419)  -0.575
O (0.8952, -7.7844, 4.8894)  0.167
O (-1.0263, -7.5349, 3.7581)  0.069
H (-3.1342, -5.7291, 1.9156)  0.086
H (-2.2242, -5.1324, 3.3652)  0.093
H (-3.2529, -6.5322, 3.4647)  0.088
H (-1.7313, -7.8032, 1.8652)  0.150
H (-0.2260, -5.2581, 1.7833)  0.114
H (0.1970, -6.8182, 1.0474)  0.130
C (3.3717, -3.4328, 1.9176)  -0.019
C (4.8105, -3.5815, 1.5032)  -0.318
C (5.6661, -2.3530, 1.3872)  -0.064
O (6.9873, -2.9429, 1.6179)  0.044
C (6.8292, -3.9897, 2.4600)  -0.580
O (7.7028, -4.5411, 3.0415)  0.167
O (5.5133, -4.3022, 2.5576)  0.074
H (2.8185, -4.3573, 1.7939)  0.082
H (2.8967, -2.5841, 1.4204)  0.076
H (3.2910, -3.1421, 2.9692)  0.099
H (4.8762, -4.2315, 0.6277)  0.158
H (5.5244, -1.6313, 2.1895)  0.141
H (5.7387, -1.9432, 0.3855)  0.135
C (0.0882, 3.7142, -1.4395)  -0.023
C (1.2691, 4.6686, -1.4675)  -0.312
C (1.8907, 4.8498, -2.8730)  -0.096
O (2.0114, 6.2499, -3.0301)  0.074
C (1.3727, 6.8867, -2.0144)  -0.552
O (1.2456, 8.0618, -1.9480)  0.180
O (0.9148, 5.9948, -1.1077)  0.089
H (0.0453, 3.2580, -0.4493)  0.061
H (0.3085, 2.8483, -2.0723)  0.074
H (-0.8539, 4.1742, -1.7246)  0.096
H (2.0405, 4.2795, -0.7994)  0.152
H (1.1978, 4.4385, -3.6144)  0.125
H (2.8475, 4.3424, -2.9710)  0.134
C (-1.9241, 1.4149, 0.8684)  -0.018
C (-1.9407, -0.0170, 0.3770)  -0.266
C (-1.1229, -0.2365, -0.8982)  -0.085
O (-0.3384, -1.4076, -0.6261)  0.054
C (-0.3605, -1.6690, 0.7015)  -0.564
O (0.1365, -2.6229, 1.2069)  0.153
O (-1.1439, -0.7777, 1.3372)  0.077
H (-0.9050, 1.7937, 0.8046)  0.072
H (-2.3710, 1.4360, 1.8544)  0.080
H (-2.4424, 2.0880, 0.1759)  0.094
H (-2.9163, -0.4927, 0.4545)  0.162
H (-0.3876, 0.5598, -1.0203)  0.118
H (-1.7204, -0.4108, -1.7883)  0.130
C (-1.3260, 1.1592, -5.0311)  -0.023
C (0.0638, 0.7422, -5.4635)  -0.331
C (0.6801, -0.4862, -4.7875)  -0.071
O (0.8049, -1.4365, -5.8562)  0.072
C (0.5595, -0.8359, -7.0336)  -0.559
O (0.7588, -1.3087, -8.0998)  0.180
O (0.0204, 0.4030, -6.8427)  0.083
H (-1.4872, 1.3703, -3.9709)  0.068
H (-2.0586, 0.4345, -5.3829)  0.097
H (-1.5237, 2.1357, -5.4823)  0.088
H (0.7361, 1.5917, -5.3134)  0.144
H (0.1064, -0.8810, -3.9527)  0.124
H (1.7070, -0.2996, -4.4724)  0.132
C (-3.5407, 5.2021, 1.1379)  -0.013
C (-3.0276, 5.0265, 2.5590)  -0.301
C (-3.9760, 5.5846, 3.6190)  -0.085
O (-4.8258, 4.4682, 3.9137)  0.067
C (-4.2619, 3.3463, 3.3861)  -0.570
O (-4.7751, 2.2794, 3.3207)  0.175
O (-3.0074, 3.6461, 2.9687)  0.046
H (-4.4658, 4.6270, 1.0121)  0.101
H (-2.8115, 4.9439, 0.3777)  0.071
H (-3.8736, 6.2350, 1.0180)  0.090
H (-1.9954, 5.3697, 2.5791)  0.155
H (-4.5220, 6.4502, 3.2533)  0.133
H (-3.4411, 5.8343, 4.5366)  0.136

*Q*
Entry from the Open Molecules 2025 dataset: 6 unconnected molecules or ions with the total composition C24H36O18 (wB97M-V/def2-TZVPD).

Computed properties:
lowest unoccupied orbital energy	0.19	eV

Last column: Löwdin charge in e.
Cartesian coordinates (Å):
C (3.0868, 0.2316, 3.1963)  -0.019
C (2.2678, 1.1108, 4.1292)  -0.293
C (1.8669, 2.4688, 3.5112)  -0.066
O (0.4453, 2.4146, 3.4402)  0.083
C (-0.0152, 1.2657, 3.9559)  -0.580
O (-1.1520, 0.9280, 3.9657)  0.166
O (1.0067, 0.4965, 4.4168)  0.062
H (3.9636, 0.7842, 2.8549)  0.095
H (2.5243, -0.1673, 2.3518)  0.072
H (3.4757, -0.6365, 3.7369)  0.086
H (2.8809, 1.2348, 5.0220)  0.150
H (2.2686, 2.5741, 2.5042)  0.133
H (2.1651, 3.3134, 4.1274)  0.134
C (-1.1046, 3.2575, -3.4732)  -0.023
C (-2.2784, 2.4348, -3.0123)  -0.288
C (-1.9310, 0.9631, -2.8053)  -0.086
O (-2.6182, 0.6178, -1.6051)  0.039
C (-2.9760, 1.7451, -0.9452)  -0.569
O (-3.4616, 1.7551, 0.1356)  0.176
O (-2.6767, 2.8373, -1.6735)  0.094
H (-0.6873, 2.7973, -4.3716)  0.092
H (-0.3281, 3.2285, -2.7065)  0.074
H (-1.3771, 4.2919, -3.6695)  0.091
H (-3.1751, 2.5870, -3.6164)  0.158
H (-0.8573, 0.8481, -2.6459)  0.116
H (-2.2016, 0.3314, -3.6490)  0.140
C (2.5846, 3.1920, -4.3646)  -0.024
C (3.6068, 4.1560, -3.8013)  -0.321
C (3.2403, 4.7179, -2.4136)  -0.087
O (4.3767, 4.4251, -1.6104)  0.067
C (5.3359, 3.8297, -2.3597)  -0.556
O (6.4325, 3.5993, -1.9711)  0.166
O (4.8543, 3.5112, -3.5844)  0.091
H (1.6345, 3.7022, -4.5101)  0.075
H (2.5570, 2.3118, -3.7225)  0.086
H (2.8945, 2.8633, -5.3604)  0.088
H (3.7147, 4.9746, -4.5200)  0.149
H (2.3597, 4.2228, -2.0027)  0.112
H (3.0653, 5.7914, -2.4592)  0.131
C (-0.3996, -2.4026, 5.8118)  -0.014
C (-0.6917, -2.3302, 4.3386)  -0.286
C (0.1629, -3.2588, 3.4744)  -0.096
O (-0.7488, -3.7696, 2.5127)  0.011
C (-2.0169, -3.6630, 3.0099)  -0.556
O (-2.9677, -4.1575, 2.5036)  0.169
O (-2.0178, -2.9184, 4.1265)  0.093
H (-0.5387, -3.4256, 6.1583)  0.094
H (-1.1294, -1.7951, 6.3508)  0.096
H (0.5882, -2.0122, 6.0513)  0.088
H (-0.7599, -1.3246, 3.9356)  0.115
H (0.6075, -4.0620, 4.0656)  0.139
H (0.9630, -2.7136, 2.9726)  0.120
C (0.4588, -2.2842, 0.1110)  -0.001
C (-0.1634, -0.9501, -0.2193)  -0.286
C (-0.3166, -0.0030, 0.9780)  -0.055
O (0.1922, 1.2489, 0.4889)  0.077
C (0.8082, 1.0744, -0.6923)  -0.571
O (1.3654, 1.9389, -1.2936)  0.144
O (0.6905, -0.2024, -1.1126)  0.079
H (1.5074, -2.1557, 0.3741)  0.098
H (0.3860, -2.9620, -0.7418)  0.084
H (-0.1096, -2.7711, 0.9065)  0.061
H (-1.1313, -1.0453, -0.7080)  0.122
H (0.2923, -0.2866, 1.8382)  0.108
H (-1.3515, 0.1338, 1.2850)  0.142
C (-3.3277, -2.9738, -0.6264)  -0.009
C (-3.0727, -3.2328, -2.0853)  -0.310
C (-2.0082, -4.2903, -2.3873)  -0.100
O (-2.5349, -4.9953, -3.5035)  0.065
C (-3.8526, -4.6935, -3.6506)  -0.560
O (-4.5584, -5.1858, -4.4652)  0.170
O (-4.2336, -3.7731, -2.7381)  0.091
H (-3.8336, -2.0120, -0.5194)  0.092
H (-2.3982, -2.9081, -0.0583)  0.064
H (-3.9426, -3.7337, -0.1481)  0.098
H (-2.8184, -2.3127, -2.6193)  0.143
H (-1.8086, -4.9784, -1.5627)  0.138
H (-1.0585, -3.8236, -2.6558)  0.125

Most stable to least stable, the ends of the list are *Q* and *P*.

*P*
Entry from the Open Molecules 2025 dataset: 4 unconnected molecules or ions with the total composition C3H12O5 (wB97M-V/def2-TZVPD).

Computed properties:
lowest unoccupied orbital energy	-5.23	eV

Last column: Löwdin charge in e.
Cartesian coordinates (Å):
O (-1.7201, -0.9595, -1.1767)  0.027
C (-2.4072, -1.4105, 0.0572)  -0.161
C (-1.9313, -0.8388, 1.3370)  0.221
C (-0.8152, -1.3945, 2.0919)  -0.189
O (0.5445, -0.9758, 1.6800)  0.017
H (-3.4069, -1.1911, -0.0986)  0.105
H (-2.3217, 0.1331, 1.6542)  0.159
H (-2.2988, -2.4983, 0.0366)  0.139
H (-0.8150, -1.1544, 3.1346)  0.121
H (-0.7728, -2.5279, 2.0504)  0.157
H (0.4524, -0.4763, 0.8557)  0.046
H (2.9631, 2.8218, 0.1685)  -0.043
H (2.5903, 2.1271, -1.5760)  -0.059
O (2.2755, 2.4243, -0.3169)  -0.273
H (3.0051, 2.4147, -3.2732)  0.048
H (1.2641, 1.2140, -0.4715)  -0.010
O (2.5444, 1.7719, -2.6151)  -0.247
H (-1.0269, -0.3898, -0.9236)  0.008
H (1.0953, 0.4605, -1.7415)  -0.001
O (0.7811, 0.4493, -0.8730)  -0.066

*Q*
Entry from the Open Molecules 2025 dataset: 4 unconnected molecules or ions with the total composition C3H12O5 (wB97M-V/def2-TZVPD).

Computed properties:
lowest unoccupied orbital energy	0.42	eV

Last column: Löwdin charge in e.
Cartesian coordinates (Å):
O (0.3316, -1.1986, 2.0935)  0.068
C (0.8415, -1.1487, 1.0100)  -0.266
C (0.4705, -2.0450, -0.1568)  -0.134
C (-0.9231, -1.8987, -0.7221)  -0.226
O (-1.0720, -0.6888, -1.4714)  -0.092
H (1.6026, -0.4021, 0.7206)  0.106
H (1.2065, -1.8184, -0.9362)  0.116
H (0.6491, -3.1047, 0.0526)  0.125
H (-1.1672, -2.7679, -1.3404)  0.114
H (-1.7424, -1.8367, -0.0035)  0.127
H (-0.2414, -0.3065, -1.7744)  0.085
O (1.8018, 1.7611, -0.9694)  -0.081
H (1.7225, 2.6808, -1.2374)  0.035
H (1.4031, 1.7344, -0.0772)  -0.019
O (0.4822, 1.7777, 1.5728)  -0.040
H (0.9441, 2.0735, 2.3596)  0.067
H (-0.1524, 2.4495, 1.3082)  0.052
O (-1.8963, 2.0190, -0.9612)  -0.069
H (-2.3204, 1.8488, -0.1140)  0.031
H (-1.6842, 1.1255, -1.2885)  0.001

Most stable to least stable, the ends of the list are *Q* and *P*.

*P*
Entry from the Open Molecules 2025 dataset: a molecular structure, C18H33N2O8P2SSeTi (wB97M-V/def2-TZVPD).

Computed properties:
lowest unoccupied orbital energy (spin up / spin down)	-2.01 / -2.01	eV
⟨S²⟩	2.002
spin multiplicity	3
total charge	+1

Last column: Löwdin charge in e.
Cartesian coordinates (Å):
Ti (0.2882, 0.1196, 0.0995)  0.747
C (-2.8622, -1.0135, 0.5570)  -0.042
C (-2.2310, -0.2038, 1.6777)  -0.270
C (-1.6931, 1.0470, 1.4641)  -0.119
C (-1.1372, 1.7748, 2.5068)  -0.252
C (-0.5917, 3.1673, 2.1683)  -0.009
C (-1.1777, 1.2601, 3.7834)  -0.012
C (-1.6885, 0.0124, 4.0195)  -0.270
C (-1.6967, -0.5518, 5.4162)  -0.045
C (-2.1611, -0.7426, 2.9586)  -0.003
H (-3.0847, -0.5271, -0.3693)  0.056
H (-3.8654, -1.4015, 0.8899)  0.118
H (-2.1637, -1.8401, 0.4057)  0.051
H (-1.8526, 1.5223, 0.5003)  0.120
H (-1.3340, 3.9449, 2.1432)  0.080
H (0.0206, 3.1733, 1.2378)  0.065
H (0.0572, 3.4598, 3.0432)  0.098
H (-0.8253, 1.8113, 4.6316)  0.126
H (-2.1377, 0.2221, 6.1382)  0.109
H (-0.6687, -0.7485, 5.7609)  0.084
H (-2.3381, -1.4793, 5.5288)  0.095
H (-2.6055, -1.7043, 3.1863)  0.122
C (2.9653, 2.6927, -3.6301)  -0.070
C (2.5930, 2.2216, -2.2155)  -0.568
O (3.6501, 2.6687, -1.3395)  -0.075
P (2.7211, 0.4054, -2.2316)  0.469
O (4.2707, 0.1188, -2.5425)  -0.076
O (2.0876, -0.1586, -3.5686)  -0.096
O (2.2417, -0.1859, -0.9950)  -0.393
P (1.0021, 2.9879, -1.6969)  0.351
O (0.2350, 3.4277, -3.0155)  -0.096
O (1.4523, 4.1865, -0.9103)  -0.285
O (0.1541, 1.9054, -1.0717)  -0.393
H (4.0327, 2.4118, -3.8165)  0.108
H (2.8787, 3.7592, -3.5951)  0.079
H (2.3261, 2.3810, -4.4319)  0.076
H (3.2289, 3.4275, -0.8945)  0.070
H (4.8844, 0.5716, -1.9517)  0.094
H (1.1354, -0.2884, -3.4157)  0.035
H (0.2204, 4.3455, -3.2369)  0.083
C (-2.6649, -0.4622, -2.8887)  -0.061
N (-2.8038, -1.7894, -2.4782)  -0.138
C (-3.9733, -2.5690, -2.4924)  0.004
C (-3.6607, -3.7212, -1.9028)  -0.023
N (-2.3699, -3.6433, -1.4267)  -0.117
C (-1.5646, -4.6706, -0.8536)  -0.025
C (-1.8779, -2.4481, -1.7761)  -0.696
Se (-0.0717, -1.9958, -1.6615)  0.837
H (-2.3641, -0.4495, -3.9063)  0.094
H (-1.8787, 0.0612, -2.2882)  0.069
H (-3.5979, 0.1716, -2.7567)  0.134
H (-4.8544, -2.0485, -2.8769)  0.145
H (-4.2792, -4.5904, -1.7103)  0.141
H (-0.6653, -4.1942, -0.4398)  0.047
H (-1.2539, -5.2925, -1.6276)  0.089
H (-2.1108, -5.1762, -0.0892)  0.100
C (4.0473, 0.6091, 1.4774)  -0.232
S (2.7648, -0.1344, 2.5054)  0.959
C (3.0701, -1.8503, 2.0821)  -0.221
O (1.4013, 0.1327, 1.8916)  -0.625
H (4.9654, 0.8136, 2.1655)  0.109
H (3.7467, 1.5513, 1.1025)  0.033
H (4.3258, -0.0255, 0.6654)  0.033
H (4.1056, -1.9912, 2.3330)  0.059
H (2.8611, -2.0256, 1.0510)  0.046
H (2.3725, -2.4426, 2.7127)  0.078

*Q*
Entry from the Open Molecules 2025 dataset: a molecular structure, C18H33N2O8P2SSeTi (wB97M-V/def2-TZVPD).

Computed properties:
lowest unoccupied orbital energy (spin up / spin down)	-1.76 / -1.76	eV
⟨S²⟩	2.003
spin multiplicity	3
total charge	+1

Last column: Löwdin charge in e.
Cartesian coordinates (Å):
Ti (-0.6188, 0.1160, -0.4795)  0.740
C (-0.7713, 3.4279, 1.7995)  -0.041
C (-1.4388, 2.6362, 0.7520)  -0.289
C (-2.1999, 1.5046, 1.1560)  -0.046
C (-3.0743, 0.8591, 0.2561)  -0.295
C (-3.9816, -0.2813, 0.6598)  -0.022
C (-3.1510, 1.3744, -1.0477)  -0.028
C (-2.4071, 2.4789, -1.4481)  -0.289
C (-2.7100, 3.1399, -2.7559)  -0.030
C (-1.4925, 3.0436, -0.5750)  -0.038
H (-1.5000, 3.9675, 2.4314)  0.112
H (-0.1676, 4.1759, 1.3011)  0.085
H (-0.0971, 2.9102, 2.4470)  0.036
H (-2.1480, 1.1260, 2.1551)  0.118
H (-3.5339, -0.8752, 1.4242)  0.070
H (-4.1946, -0.8348, -0.2365)  0.071
H (-4.8989, 0.1836, 0.9948)  0.094
H (-3.8287, 0.9342, -1.7810)  0.139
H (-3.5920, 3.7731, -2.6190)  0.098
H (-2.9882, 2.4627, -3.5548)  0.082
H (-1.8810, 3.7257, -3.1251)  0.078
H (-0.9894, 3.9556, -0.7976)  0.125
C (0.1892, -4.8022, -0.1104)  -0.036
C (-0.5758, -3.4826, -0.0213)  -0.558
O (-1.9020, -3.8413, 0.4354)  -0.062
P (0.0315, -2.4198, 1.3726)  0.490
O (-0.0154, -3.3698, 2.6519)  -0.074
O (1.5777, -2.1807, 1.2873)  -0.104
O (-0.6795, -1.1306, 1.4499)  -0.316
P (-0.7234, -2.4279, -1.5009)  0.324
O (-1.0234, -3.4043, -2.6761)  -0.047
O (-1.8810, -1.4907, -1.1746)  -0.340
O (0.5428, -1.6314, -1.6977)  -0.350
H (0.4375, -5.1615, 0.8816)  0.079
H (1.1280, -4.6888, -0.6866)  0.107
H (-0.4502, -5.5099, -0.6049)  0.087
H (-2.4601, -3.0590, 0.2844)  0.080
H (-0.8025, -3.9330, 2.6636)  0.102
H (1.8310, -1.5519, 0.5752)  0.049
H (-1.9332, -3.6571, -2.7340)  0.094
C (4.9825, -0.0326, 1.1321)  -0.029
N (3.9312, -0.0369, 2.1381)  -0.118
C (4.0652, -0.5714, 3.4381)  -0.006
C (2.8853, -0.3803, 4.0376)  -0.035
N (2.0362, 0.2221, 3.1427)  -0.105
C (0.7204, 0.6833, 3.4634)  -0.028
C (2.6605, 0.4510, 1.9546)  -0.653
Se (2.0198, 1.1563, 0.3663)  0.777
H (5.5149, -1.0164, 1.1643)  0.117
H (5.6412, 0.8046, 1.3107)  0.097
H (4.5038, 0.0985, 0.1731)  0.036
H (4.9686, -1.0274, 3.7772)  0.126
H (2.5704, -0.7380, 4.9864)  0.129
H (0.2905, 0.0208, 4.1899)  0.107
H (0.0755, 0.6281, 2.6152)  0.029
H (0.7552, 1.6634, 3.8712)  0.092
C (1.7158, 2.3969, -3.7762)  -0.246
S (1.1997, 0.9167, -3.0113)  0.866
C (0.6456, -0.0433, -4.4049)  -0.213
O (-0.1182, 1.2992, -2.2792)  -0.620
H (2.7548, 2.3138, -4.1153)  0.075
H (1.7417, 3.1291, -2.9853)  0.059
H (1.0742, 2.6828, -4.6022)  0.070
H (1.4319, 0.0111, -5.1404)  0.061
H (-0.2853, 0.3726, -4.7901)  0.078
H (0.5922, -1.0650, -4.0079)  0.041

Most stable to least stable, the ends of the list are *Q* and *P*.